[1]
The following is a DFT calculation (ωB97M-V with the def2-TZVPD basis set) of a molecular structure, C8H25AgN6O6.

Cartesian coordinates (Å):
Ag 0.164 0.646 0.171
C -0.092 -3.074 -1.247
C 1.065 -2.146 -1.766
C 1.572 -2.498 -3.173
O 0.768 -0.784 -1.537
H -1.116 -2.855 -1.548
H -0.044 -3.020 -0.159
H 0.272 -4.094 -1.370
H 1.861 -2.356 -1.051
H 2.566 -2.091 -3.358
H 0.959 -2.043 -3.951
H 1.620 -3.562 -3.406
C 2.083 0.690 2.563
C 1.754 2.167 2.428
O 0.376 2.108 1.858
O 2.138 0.077 1.338
H 1.404 0.095 3.174
H 3.056 0.467 3.000
H 2.402 2.679 1.716
H 1.719 2.698 3.379
H 0.015 2.993 1.768
H 2.629 -0.737 1.473
C 1.765 2.853 -1.596
O 1.717 2.022 -0.757
N 2.465 2.768 -2.640
N 1.152 4.001 -1.558
H 2.875 1.954 -3.075
H 2.484 3.625 -3.174
H 0.533 4.154 -0.775
H 1.200 4.579 -2.385
C -3.176 0.961 -0.233
O -1.989 1.174 -0.355
N -3.739 0.882 0.906
N -3.918 0.547 -1.225
H -3.333 1.137 1.795
H -4.740 0.795 0.806
H -3.564 0.530 -2.171
H -4.843 0.199 -1.014
C -1.265 -1.750 2.035
O -0.675 -0.814 1.553
N -0.753 -2.920 2.211
N -2.486 -1.747 2.341
H 0.227 -2.889 1.967
H -1.167 -3.811 2.448
H -2.906 -2.612 2.650
H -3.038 -0.999 1.946

The net charge is +1. The calculation puts the largest force on an atom at 0.1455 hartree/bohr. The multiplicity is 2. The calculation puts the energy above the lowest of the compared OMol25 structures with the same formula, charge and spin at 0.5109 eV. For the electronic energy, the calculation gives -1246.490149 Eh.

Let us look at the Löwdin charges, expressed in e, one per atom: 0.83, -0.04, -0.49, -0.04, -0.09, 0.08, 0.03, 0.08, 0.13, 0.08, 0.08, 0.08, -0.27, -0.13, -0.16, -0.11, 0.12, 0.13, 0.12, 0.12, 0.09, 0.11, -0.81, 0.02, 0.20, 0.19, 0.14, 0.12, 0.12, 0.12, -0.78, -0.01, 0.18, 0.19, 0.14, 0.13, 0.13, 0.12, -0.80, 0.00, 0.18, 0.21, 0.12, 0.13, 0.13, 0.10

[2]
The following is a DFT calculation (ωB97M-V with the def2-TZVPD basis set) of a single C5H8N2 molecule.

Cartesian coordinates (Å):
C 1.689 -0.042 1.089
C 0.410 -0.480 0.424
C -0.911 -0.452 1.099
N -0.550 0.572 0.127
C -1.207 0.483 -1.167
C -0.232 0.688 -2.250
N 0.552 0.803 -3.093
H 1.476 0.653 1.906
H 2.332 0.470 0.365
H 2.236 -0.900 1.493
H 0.525 -1.249 -0.344
H -1.647 -1.200 0.802
H -0.998 -0.110 2.128
H -1.693 -0.491 -1.345
H -1.981 1.256 -1.235

The calculation puts the largest force on an atom at 0.0216 hartree/bohr. As for the SMILES: C[C@H]1CN1CC#N. The calculation puts the energy above the lowest of the compared OMol25 structures with the same formula, charge and spin at 1.6551 eV. For the electronic energy, the calculation gives -304.774672 Eh.

Let us look at the Löwdin charges, expressed in e, one per atom: -0.05, -0.35, -0.10, -0.09, -0.19, -0.20, 0.14, 0.08, 0.08, 0.08, 0.14, 0.11, 0.11, 0.12, 0.12